The following is a quantum chemistry calculation of a 4-piece molecular cluster, C19H31BF3NO13Si overall in a non-equilibrium geometry, from the Open Molecules 2025 dataset.

- Energy: -65021.830 eV
- Lowest unoccupied orbital energy: 0.35 eV
- SMILES: CCOB(O)[Si@@H](CCCCOC=O)N=C(C)C.O=C1OC[C@@H](F)O1.O=C1OC[C@@H](F)O1.O=C1OC[C@@H](F)O1
- Gap between HOMO and LUMO: 9.4552 eV
- HOMO energy: -9.102 eV

Cartesian coordinates (Å):
1 C 5.7591 -0.2849 -1.4730
2 C 4.4055 -0.9019 -1.8200
3 O 3.6066 -0.0501 -2.6679
4 B 2.7473 0.8058 -2.0509
5 O 3.0666 1.3168 -0.7777
6 Si 0.9422 1.2780 -2.8253
7 C -0.1199 -0.2969 -2.8188
8 C -1.2016 -0.3871 -1.7124
9 C -2.6213 -0.4916 -2.2934
10 C -3.6802 -0.0819 -1.2890
11 O -4.9084 0.2277 -1.9812
12 C -5.9841 0.2115 -1.1876
13 O -7.1029 0.0315 -1.5903
14 N 0.2609 2.5447 -1.8120
15 C -0.9290 2.9764 -1.9852
16 C -1.6632 2.9478 -3.3123
17 C -1.6436 3.6290 -0.8177
18 H 6.5529 -1.0346 -1.4873
19 H 6.0123 0.4861 -2.2038
20 H 5.7457 0.1731 -0.4851
21 H 3.8543 -1.1197 -0.9016
22 H 4.5423 -1.8413 -2.3579
23 H 3.3910 2.2167 -0.9079
24 H 1.1326 1.6825 -4.2492
25 H -0.5838 -0.4296 -3.7984
26 H 0.5734 -1.1333 -2.6937
27 H -1.1569 0.4504 -1.0123
28 H -1.0201 -1.2892 -1.1201
29 H -2.8112 -1.5096 -2.6432
30 H -2.6923 0.1716 -3.1609
31 H -3.3472 0.8025 -0.7346
32 H -3.8562 -0.8832 -0.5711
33 H -5.7466 0.4099 -0.1297
34 H -2.6076 3.4900 -3.2399
35 H -1.0600 3.4530 -4.0696
36 H -1.9015 1.9340 -3.6371
37 H -2.5897 4.0798 -1.1114
38 H -1.7876 2.9024 -0.0173
39 H -1.0032 4.4192 -0.4154
40 O -4.3331 -2.1814 1.2301
41 C -5.4170 -2.4887 1.5997
42 O -6.2563 -3.3034 0.9258
43 C -7.4058 -3.5453 1.7431
44 C -7.3846 -2.3487 2.6703
45 F -7.8501 -2.6429 3.9056
46 O -5.9994 -2.0533 2.7479
47 H -7.2679 -4.4721 2.3013
48 H -8.3012 -3.6113 1.1326
49 H -7.9143 -1.4726 2.2930
50 O 7.4917 -0.1288 1.2928
51 C 7.0753 -1.0892 1.8390
52 O 5.7592 -1.3821 1.9989
53 C 5.6537 -2.6886 2.5697
54 C 7.0060 -2.8521 3.2308
55 F 7.4361 -4.1360 3.2117
56 O 7.8416 -2.0639 2.4065
57 H 5.5195 -3.4257 1.7765
58 H 4.8188 -2.7369 3.2627
59 H 7.0594 -2.4788 4.2548
60 O 2.0091 2.6574 5.1809
61 C 1.6627 2.3539 4.0910
62 O 2.4824 1.9462 3.0970
63 C 1.6781 1.5268 1.9846
64 C 0.3880 2.2687 2.2430
65 F -0.7058 1.5711 1.8372
66 O 0.3690 2.3758 3.6547
67 H 1.5246 0.4473 2.0360
68 H 2.1402 1.7810 1.0383
69 H 0.3456 3.2677 1.8066

Cartesian forces, eV/Å:
C -0.118 0.079 -0.005
C 0.584 0.056 0.084
O -0.635 -0.440 0.405
B 0.173 0.329 0.088
O 0.392 -0.202 -0.450
Si 0.549 0.220 -0.459
C -0.213 0.005 0.412
C -0.168 -0.488 -0.093
C 0.074 0.313 -0.059
C 0.375 0.074 0.162
O -0.091 -0.398 0.007
C -0.695 -0.018 -0.298
O 0.633 0.222 0.227
N -0.833 -0.572 -0.058
C 0.518 0.210 0.124
C -0.351 0.280 0.204
C 0.271 0.364 -0.198
H -0.049 0.025 0.021
H 0.020 -0.108 -0.014
H 0.005 0.047 -0.111
H -0.008 -0.019 -0.074
H -0.131 0.138 -0.127
H -0.128 0.087 0.308
H -0.140 0.082 -0.005
H 0.040 0.020 -0.024
H 0.046 0.059 -0.174
H 0.059 0.044 -0.072
H 0.015 0.148 0.109
H -0.007 0.097 -0.075
H -0.137 -0.106 0.051
H -0.059 0.045 -0.060
H 0.009 0.055 -0.011
H 0.010 -0.108 0.073
H 0.024 -0.090 -0.037
H 0.062 -0.242 -0.025
H 0.227 0.029 -0.061
H -0.065 -0.101 0.119
H -0.091 -0.038 -0.059
H -0.021 -0.069 0.006
O 0.065 -0.014 0.073
C -0.038 -0.088 -0.005
O -0.044 -0.033 0.032
C -0.100 -0.069 -0.074
C 0.072 -0.064 0.075
F 0.076 -0.032 0.006
O -0.089 0.182 -0.150
H -0.011 0.040 0.088
H 0.091 0.071 -0.132
H -0.063 0.004 0.081
O 0.111 0.051 -0.024
C -0.104 -0.112 -0.028
O 0.026 -0.055 0.013
C -0.140 -0.005 0.028
C 0.040 -0.039 -0.122
F 0.017 0.023 -0.068
O -0.018 0.148 0.193
H 0.078 -0.058 0.027
H -0.006 0.164 -0.005
H 0.027 -0.102 0.042
O 0.004 -0.031 0.074
C -0.020 -0.116 -0.009
O -0.062 -0.008 -0.061
C 0.017 0.047 -0.069
C -0.051 -0.145 0.143
F 0.017 -0.031 0.055
O 0.061 0.251 -0.096
H -0.110 0.006 0.008
H 0.110 0.025 0.143
H -0.101 -0.035 -0.086

Atom charges from the Löwdin analysis, given in e for atoms 1 to 8: -0.06, -0.22, 0.02, -0.64, 0.05, 0.68, -0.27, -0.24

The following is a quantum chemistry calculation of C19H31CdFO10P as an isolated structure in a non-equilibrium geometry, from the Open Molecules 2025 dataset.

- Energy: -57247.303 eV
- Lowest unoccupied orbital energy: -4.01 eV
- Total charge: +1
- Gap between HOMO and LUMO: 5.5632 eV
- HOMO energy: -9.575 eV

Cartesian coordinates (Å):
1 Cd -0.1031 0.7462 2.1414
2 F -0.8193 -0.7170 0.8708
3 C -0.7340 1.5260 -3.5746
4 C -0.5997 0.6067 -2.5450
5 C 0.6473 0.0539 -2.2576
6 C 1.7721 0.4554 -2.9721
7 C 1.6221 1.3664 -4.0116
8 C 0.3769 1.8893 -4.3131
9 O 0.1948 2.7772 -5.3496
10 O 0.8176 -0.7621 -1.1899
11 H -1.7002 1.9269 -3.8521
12 H -1.4452 0.2969 -1.9415
13 H 2.7254 0.0955 -2.6064
14 H 2.4806 1.6376 -4.6162
15 H 0.8514 2.6399 -6.0389
16 H 0.0849 -0.7059 -0.5491
17 C -0.2528 -4.3297 1.4129
18 C 0.3896 -5.4212 1.9768
19 C 0.9358 -6.4006 1.1568
20 C 0.8013 -6.3126 -0.2159
21 C 0.1403 -5.2287 -0.7837
22 C -0.3618 -4.2245 0.0310
23 O -1.0112 -3.1592 -0.5450
24 O 1.5290 -7.4644 1.7792
25 H -0.7437 -3.6046 2.0537
26 H 0.5038 -5.5389 3.0469
27 H 1.2273 -7.0882 -0.8417
28 H -0.1346 -5.2267 -1.8306
29 H -0.9132 -2.4384 0.0896
30 H 2.1212 -7.9371 1.1868
31 C -2.7789 3.8790 -1.8306
32 O -2.2152 2.9471 -0.8649
33 P -2.2693 3.2286 0.6634
34 O -1.4378 2.2344 1.3643
35 O -1.8922 4.7037 0.9055
36 C -0.6224 5.1855 0.4116
37 O -3.7416 3.2473 1.1115
38 C -4.6222 2.1561 0.7530
39 H -3.4191 3.2949 -2.4865
40 H -1.9628 4.2745 -2.4275
41 H -3.3593 4.6467 -1.3279
42 H 0.0320 5.4296 1.2410
43 H -0.8208 6.0511 -0.2137
44 H -0.1318 4.4493 -0.2324
45 H -5.1506 1.8673 1.6563
46 H -4.0783 1.2952 0.3660
47 H -5.3300 2.5110 0.0093
48 C 1.9935 1.9949 0.2837
49 O 1.7508 0.8082 1.0510
50 C 2.8965 0.1475 1.5908
51 C 2.3989 -0.9911 2.4642
52 O 1.2765 -0.6280 3.2605
53 C 1.1544 -1.4946 4.4088
54 H 1.1154 2.1709 -0.3334
55 H 2.8834 1.8719 -0.3306
56 H 2.1535 2.8590 0.9399
57 H 3.5632 0.8619 2.0905
58 H 3.4930 -0.2339 0.7571
59 H 3.2252 -1.3581 3.0764
60 H 2.1399 -1.8265 1.8027
61 H 1.0677 -2.5305 4.0914
62 H 0.2787 -1.1695 4.9658
63 H 2.0070 -1.3418 5.0716

Cartesian forces, eV/Å:
Cd -0.974 -0.317 -0.314
F -0.216 -0.262 0.068
C -0.080 -0.190 0.115
C 0.122 -0.084 -0.045
C -0.222 0.602 0.497
C -0.495 0.069 0.246
C 0.401 -0.348 0.039
C 0.087 0.092 -0.492
O -0.204 0.068 0.073
O 0.602 -0.249 -0.102
H 0.003 0.009 0.021
H -0.069 0.042 -0.093
H 0.133 -0.069 -0.415
H 0.007 0.132 0.080
H 0.085 -0.024 0.098
H -0.137 -0.039 -0.089
C 0.042 -0.204 0.153
C 0.253 -0.029 -0.109
C -0.015 0.003 0.208
C 0.013 0.181 -0.203
C -0.362 -0.259 0.178
C -0.249 0.165 -0.230
O 0.288 -0.449 0.261
O 0.228 -0.072 0.244
H 0.079 0.117 -0.078
H -0.131 0.035 0.016
H -0.156 -0.049 -0.056
H 0.409 0.188 -0.093
H -0.390 0.425 -0.043
H -0.125 0.037 -0.131
C -0.034 -0.541 -0.050
O 0.223 -0.056 -0.442
P -0.410 -0.134 -0.466
O 0.798 -0.444 0.646
O 0.614 0.882 0.179
C 0.114 -0.059 -0.450
O -0.764 -0.067 0.191
C -0.207 -0.176 0.182
H -0.079 0.025 0.056
H 0.040 0.189 0.120
H 0.048 0.163 -0.043
H -0.110 0.090 0.119
H -0.019 0.167 0.217
H -0.082 -0.091 0.146
H -0.022 0.017 -0.013
H 0.104 0.057 -0.001
H 0.025 0.057 -0.014
C 0.340 0.220 0.137
O 0.524 0.518 -0.045
C 0.247 0.447 -0.177
C 0.646 -0.655 -1.021
O 0.423 0.121 0.516
C -0.230 0.495 0.282
H 0.044 -0.165 -0.142
H -0.118 -0.123 -0.179
H 0.017 -0.143 0.073
H -0.417 0.054 0.343
H -0.178 -0.322 0.038
H -0.072 0.233 0.247
H -0.361 0.069 0.126
H -0.029 -0.044 -0.020
H -0.154 -0.164 -0.169
H 0.153 -0.143 -0.185

Atom charges from the Löwdin analysis, given in e for atoms 1 to 8: 1.49, -0.53, -0.02, -0.01, -0.34, -0.02, -0.02, -0.33

The following is a quantum chemistry calculation of C19H31ClN2SZr as an isolated structure in a non-equilibrium geometry, from the Open Molecules 2025 dataset.

- Energy: -47811.024 eV
- Lowest unoccupied orbital energy: -7.32 eV
- Total charge: +2
- Gap between HOMO and LUMO: 7.5918 eV
- HOMO energy: -14.909 eV

Cartesian coordinates (Å):
1 C 0.4740 2.2954 -3.9352
2 C -0.8645 2.3663 -4.6876
3 C 0.7562 3.6219 -3.2169
4 C 1.6159 1.9766 -4.9208
5 Cl 0.3232 0.8664 -2.7108
6 H 0.8450 4.4134 -3.9816
7 H 1.7028 3.5706 -2.6579
8 H -0.0702 3.8918 -2.5410
9 H -0.7839 3.0830 -5.5227
10 H -1.6602 2.7086 -4.0132
11 H -1.1200 1.3792 -5.0876
12 H 1.6683 2.7515 -5.7048
13 H 1.4492 1.0064 -5.4056
14 H 2.5803 1.9622 -4.3980
15 C -1.8769 0.3361 0.9904
16 C -1.0766 1.3083 1.6857
17 C -0.8377 2.4003 0.7897
18 H -0.8405 1.2717 2.7524
19 C -1.4457 2.0998 -0.4705
20 C -2.0849 0.8202 -0.3490
21 H -2.7262 0.3459 -1.1001
22 H -2.3751 -0.5133 1.4411
23 H -0.3514 3.3499 1.0406
24 H -1.5857 2.8072 -1.2875
25 C 2.5979 -0.4255 0.3971
26 C 2.0871 0.1899 1.5878
27 C 1.8907 1.5832 1.3032
28 H 2.0628 -0.2623 2.5748
29 C 2.2336 1.8202 -0.0684
30 C 2.6473 0.5590 -0.6368
31 H 3.1373 0.4342 -1.6038
32 H 2.9614 -1.4485 0.3050
33 H 1.6571 2.3544 2.0405
34 H 2.3195 2.7933 -0.5567
35 Zr 0.2910 0.3813 -0.0208
36 C -2.7259 -3.3793 0.7171
37 N -1.8285 -3.0830 1.8377
38 C -2.1658 -3.6977 3.1202
39 C -0.5856 -2.6113 1.6110
40 S -0.1623 -2.1585 -0.0400
41 N 0.2942 -2.5202 2.6679
42 C -0.0434 -1.6980 3.8436
43 C 1.6520 -3.0219 2.5505
44 H -2.3682 -4.2421 0.1375
45 H -2.8349 -2.5221 0.0505
46 H -3.7047 -3.6438 1.1470
47 H -1.2799 -4.1871 3.5554
48 H -2.5525 -2.9467 3.8241
49 H -2.9447 -4.4447 2.9492
50 H -0.3481 -2.3406 4.6840
51 H 0.8390 -1.1195 4.1369
52 H -0.8587 -0.9933 3.5948
53 H 1.7157 -4.0442 2.9649
54 H 1.9578 -3.0485 1.4930
55 H 2.3432 -2.3959 3.1239

Cartesian forces, eV/Å:
C 0.114 1.963 -1.784
C 0.017 -0.350 0.503
C -0.059 -0.484 0.418
C -0.013 -0.558 0.568
Cl 0.055 -0.502 -0.058
H -0.042 -0.405 0.277
H -0.312 0.125 -0.191
H 0.356 -0.017 -0.204
H 0.110 -0.288 0.391
H 0.090 -0.126 -0.233
H -0.051 0.262 -0.030
H -0.228 -0.226 0.437
H 0.098 0.250 0.077
H -0.168 -0.055 -0.170
C -0.545 1.479 -0.290
C -0.915 -0.153 -0.182
C -0.602 0.081 -0.411
H 0.094 0.074 -0.530
C -0.732 -0.123 1.455
C -0.318 0.212 0.837
H 0.516 0.144 0.280
H 0.313 -0.028 -0.178
H -0.116 -0.616 -0.158
H 0.418 -0.468 0.128
C 0.261 0.688 -0.219
C 0.674 0.697 -0.623
C 1.219 -0.015 -0.167
H -0.297 0.112 -0.343
C 0.479 -0.696 0.709
C 0.927 0.202 1.247
H -0.568 -0.073 0.237
H -0.347 0.352 -0.026
H -0.079 -0.400 -0.369
H -0.361 -0.419 0.188
Zr 0.132 -0.052 -1.611
C -0.875 -0.036 0.026
N 1.820 0.269 -0.494
C -0.042 -0.202 0.545
C -0.856 -0.412 0.385
S 0.184 -0.747 0.496
N -0.761 0.841 -0.662
C -0.492 -0.513 0.088
C 0.418 -0.429 -0.226
H 0.066 0.283 0.190
H 0.022 -0.143 0.129
H 0.377 0.234 -0.287
H -0.360 0.224 -0.204
H 0.115 -0.248 -0.179
H 0.219 0.139 0.078
H 0.097 0.442 -0.083
H -0.170 -0.149 -0.032
H 0.336 -0.425 0.167
H 0.016 0.385 -0.210
H -0.104 -0.053 0.457
H -0.127 -0.047 -0.159

Atom charges from the Löwdin analysis, given in e for atoms 1 to 8: -0.79, -0.09, -0.08, -0.08, 0.70, 0.12, 0.08, 0.07

The following is a quantum chemistry calculation of C19H31CoGeN5O7S as an isolated structure in a non-equilibrium geometry, from the Open Molecules 2025 dataset.

- Spin multiplicity: 5
- Energy: -146971.412 eV
- Lowest unoccupied orbital energy (alpha / beta): 2.11 / 2.10 eV
- Total charge: -1
- Gap between HOMO and LUMO (alpha / beta): 7.0123 / 7.3641 eV
- HOMO energy (alpha / beta): -4.901 / -5.262 eV

Cartesian coordinates (Å):
1 Co 0.2583 -0.2060 0.0458
2 N 0.1450 0.5164 2.1579
3 C 0.0498 1.9788 2.1997
4 C 0.3161 2.6136 0.8301
5 O 0.6149 3.8070 0.7517
6 N 0.1366 1.7552 -0.1757
7 C 0.2227 2.2396 -1.5294
8 C 0.0359 1.0586 -2.5061
9 O 0.0317 1.2861 -3.7117
10 O -0.1069 -0.0946 -1.9533
11 H -0.6819 0.0651 2.5325
12 H 0.9444 0.1436 2.6531
13 H 0.7261 2.4240 2.9300
14 H -0.9723 2.2652 2.4395
15 H 1.1864 2.7172 -1.7372
16 H -0.5562 2.9807 -1.7323
17 C -5.1673 -2.1977 -0.8188
18 N -4.1896 -1.3430 -0.2020
19 C -4.5097 -0.0763 0.3965
20 C -3.1029 0.4548 0.7420
21 O -2.9200 1.4947 1.3337
22 N -2.1763 -0.4516 0.3128
23 C -2.8418 -1.4758 -0.2350
24 N -2.2586 -2.5177 -0.8128
25 H -6.1014 -2.1269 -0.2626
26 H -4.8404 -3.2377 -0.7916
27 H -5.3620 -1.9203 -1.8604
28 H -5.1041 -0.1883 1.3062
29 H -5.0245 0.6012 -0.2892
30 H -1.2621 -2.6179 -0.6203
31 H -2.7998 -3.3050 -1.1133
32 C 2.5967 -1.4985 -2.9856
33 Ge 3.3422 -1.3764 -1.1669
34 C 5.2342 -0.7678 -1.4200
35 C 3.4655 -3.1783 -0.3727
36 C 2.4434 -0.1189 0.0058
37 H 3.1330 -2.2316 -3.5909
38 H 2.6518 -0.5302 -3.4840
39 H 1.5434 -1.7746 -2.9354
40 H 5.8053 -1.5159 -1.9732
41 H 5.7317 -0.5874 -0.4656
42 H 5.2457 0.1618 -1.9917
43 H 4.2505 -3.7854 -0.8254
44 H 2.5119 -3.6905 -0.4911
45 H 3.6634 -3.0807 0.6953
46 H 2.6753 0.9098 -0.2678
47 H 2.7295 -0.2978 1.0452
48 C 0.9362 -8.5884 0.8138
49 C 0.7333 -7.1646 1.2589
50 C -0.5219 -6.5641 1.2089
51 C -0.6724 -5.2213 1.5160
52 C 0.4258 -4.4678 1.8997
53 C 1.6691 -5.0663 2.0187
54 C 1.8178 -6.4024 1.6868
55 S 0.2398 -2.6949 1.9981
56 O 1.2962 -2.1661 2.8290
57 O -1.1069 -2.4616 2.4782
58 O 0.3940 -2.2870 0.5565
59 H -0.0188 -9.0906 0.6630
60 H 1.5156 -9.1554 1.5434
61 H 1.4861 -8.6062 -0.1292
62 H -1.3836 -7.1534 0.9169
63 H -1.6375 -4.7318 1.4704
64 H 2.5080 -4.4780 2.3618
65 H 2.7971 -6.8647 1.7395

Cartesian forces, eV/Å:
Co 0.068 1.740 -0.226
N -0.223 -0.423 -0.137
C 0.146 0.216 -0.305
C 0.047 -0.185 0.141
O -0.099 0.046 -0.003
N 0.016 -0.247 -0.070
C -0.034 -0.349 -0.018
C 0.120 0.705 0.089
O -0.046 -0.205 0.107
O -0.053 -0.863 0.316
H 0.025 0.015 0.107
H 0.001 0.006 0.074
H 0.013 -0.052 0.005
H 0.020 -0.005 0.119
H -0.032 0.043 -0.049
H 0.070 0.054 -0.067
C 0.106 0.026 -0.110
N -0.131 -0.246 0.008
C 0.166 0.160 0.075
C -0.366 0.007 0.136
O 0.055 -0.044 -0.001
N 0.270 -0.809 -0.346
C -0.285 0.894 0.149
N 0.562 0.016 0.259
H 0.010 -0.047 0.010
H -0.072 -0.015 0.027
H -0.001 -0.017 0.007
H 0.012 0.028 -0.009
H 0.043 0.004 -0.021
H -0.121 -0.109 -0.114
H 0.086 -0.028 -0.020
C -0.100 0.000 0.270
Ge 0.493 -0.200 -0.460
C -0.332 0.021 0.097
C -0.201 0.195 0.018
C 0.273 -0.266 0.038
H 0.091 -0.023 0.080
H -0.045 0.017 0.014
H 0.008 0.049 -0.044
H -0.039 -0.038 -0.007
H -0.018 -0.016 0.013
H 0.006 0.011 0.012
H 0.039 0.090 -0.065
H -0.034 -0.051 0.037
H 0.022 -0.036 0.038
H -0.177 0.044 -0.006
H -0.118 -0.029 0.020
C -0.021 0.077 0.062
C 0.011 0.047 -0.032
C 0.098 -0.040 0.036
C -0.110 0.109 0.062
C 0.045 0.169 -0.283
C 0.032 0.071 0.060
C -0.036 -0.099 0.043
S -0.277 -0.050 -0.187
O 0.232 -0.150 -0.040
O -0.009 -0.032 -0.044
O -0.235 -0.110 0.274
H 0.015 -0.036 -0.013
H -0.007 -0.013 0.002
H -0.018 -0.060 -0.013
H -0.007 0.015 -0.031
H -0.021 -0.051 -0.044
H 0.053 0.044 -0.082
H 0.013 0.026 0.040

Atom charges from the Löwdin analysis, given in e for atoms 1 to 8: 0.75, 0.01, -0.15, -0.55, 0.00, -0.06, -0.13, -0.64